C5H9NO3 | the ωB97M-V functional and the def2-TZVPD basis

Properties
F_max: 1.5 eV Å⁻¹
SMILES: CC(C)(C(N)=O)C(=O)O
electronic energy: -12964.706 eV
highest occupied orbital energy: -10.084 eV
LUMO: 0.567 eV
relative energy (zero: lowest compared OMol25 entry of this formula, charge and spin): 0.00 kJ/mol

Last column: natural (NBO) charge in e.
Element x y z (Å)
C (0.219, 0.108, 0.075)  -0.248
C (0.338, 0.040, 1.605)  -0.591
C (0.262, 1.551, -0.414)  -0.620
C (1.449, -0.732, -0.520)  0.807
C (-0.989, -0.683, -0.358)  0.687
N (-2.012, -0.042, -0.939)  -0.794
O (1.536, -2.007, -0.178)  -0.678
O (2.338, -0.164, -1.090)  -0.580
O (-0.972, -1.914, -0.276)  -0.661
H (0.651, -2.326, 0.135)  0.517
H (-2.791, -0.589, -1.269)  0.412
H (-2.001, 0.948, -1.104)  0.406
H (1.301, 0.441, 1.916)  0.226
H (0.132, 1.610, -1.494)  0.223
H (-0.457, 0.626, 2.068)  0.212
H (0.243, -0.982, 1.967)  0.226
H (-0.498, 2.161, 0.074)  0.205
H (1.249, 1.954, -0.196)  0.250